No. 1
Formula: C80H140N20
Source: the OMol25 dataset
Level of theory: wB97M-V/def2-TZVPD

```
240
C80H140N20 | the OMol25 dataset | wB97M-V/def2-TZVPD
C -0.108 16.043 21.538
C -0.661 16.392 22.938
C -0.193 17.773 23.500
C -0.547 18.917 22.643
N -0.901 19.814 22.021
H -0.306 15.079 21.070
H 0.963 16.244 21.516
H -0.603 16.772 20.897
H -0.300 15.544 23.520
H -1.748 16.393 23.013
H 0.884 17.848 23.654
H -0.770 18.051 24.382
C -2.768 23.920 20.392
C -1.234 23.999 20.123
C -0.480 25.248 20.836
C -1.111 25.608 22.096
N -1.684 25.857 23.121
H -3.327 24.856 20.405
H -3.006 23.450 21.347
H -3.158 23.244 19.631
H -1.092 24.215 19.064
H -0.882 22.995 20.361
H -0.515 26.145 20.219
H 0.567 24.992 21.000
C -3.102 31.143 23.887
C -1.975 30.110 23.926
C -2.293 28.742 24.550
C -3.061 28.839 25.853
N -3.622 29.022 26.860
H -3.538 31.245 24.881
H -3.821 30.846 23.124
H -2.864 32.123 23.473
H -1.129 30.625 24.382
H -1.793 29.846 22.884
H -1.432 28.100 24.738
H -3.073 28.205 24.010
C -5.422 19.267 24.623
C -4.939 17.867 24.316
C -5.081 16.893 25.478
C -4.819 17.296 26.837
N -4.650 17.588 27.920
H -5.391 19.950 23.774
H -4.768 19.822 25.295
H -6.454 19.209 24.969
H -3.888 17.928 24.032
H -5.419 17.429 23.441
H -4.497 16.014 25.205
H -6.106 16.537 25.581
C 1.523 18.031 18.703
C 2.518 17.409 17.670
C 2.637 15.872 17.691
C 3.594 15.331 18.766
N 4.327 14.909 19.563
H 0.681 17.355 18.852
H 1.159 19.051 18.581
H 2.164 18.018 19.585
H 3.509 17.851 17.779
H 2.127 17.575 16.667
H 3.066 15.480 16.770
H 1.655 15.448 17.904
C -6.144 24.671 23.783
C -5.026 24.243 24.634
C -5.258 24.594 26.082
C -4.382 23.959 27.010
N -3.720 23.447 27.836
H -5.911 24.551 22.725
H -6.370 25.737 23.804
H -7.060 24.106 23.957
H -4.139 24.736 24.236
H -4.775 23.188 24.518
H -6.283 24.251 26.222
H -5.260 25.681 26.166
C 6.688 26.987 20.982
C 5.743 26.362 19.945
C 4.992 25.118 20.461
C 4.419 25.159 21.862
N 3.910 25.272 22.900
H 7.612 26.516 21.318
H 6.100 27.379 21.812
H 7.088 27.920 20.584
H 6.310 26.212 19.027
H 4.981 27.131 19.816
H 5.686 24.287 20.586
H 4.203 24.788 19.785
C -1.383 19.728 16.677
C -2.218 19.498 15.429
C -2.326 18.082 14.956
C -1.019 17.440 14.968
N 0.042 16.900 14.962
H -0.406 20.086 16.353
H -1.131 18.831 17.243
H -1.823 20.408 17.406
H -1.879 20.181 14.650
H -3.162 19.903 15.794
H -2.888 17.997 14.026
H -2.841 17.430 15.662
C 0.391 22.533 24.429
C 1.196 23.844 24.578
C 1.946 24.071 25.948
C 1.383 23.371 27.104
N 0.863 22.816 27.987
H -0.538 22.580 24.997
H 0.843 21.590 24.737
H 0.071 22.420 23.393
H 0.455 24.613 24.359
H 1.895 23.908 23.744
H 2.127 25.117 26.192
H 2.887 23.538 25.812
C -5.231 33.372 19.068
C -5.451 32.087 19.836
C -4.210 31.399 20.380
C -4.430 30.130 21.063
N -4.637 29.096 21.545
H -6.105 33.766 18.549
H -4.415 33.119 18.391
H -4.775 34.134 19.701
H -5.980 31.364 19.215
H -6.128 32.277 20.670
H -3.810 31.974 21.216
H -3.483 31.158 19.605
C -0.921 25.167 11.741
C -1.360 24.848 13.180
C -0.148 25.100 14.045
C 0.579 26.448 13.875
N 1.148 27.434 13.778
H -0.126 24.528 11.355
H -0.715 26.235 11.682
H -1.773 24.981 11.086
H -1.616 23.789 13.208
H -2.137 25.491 13.595
H 0.596 24.320 13.882
H -0.515 25.082 15.072
C -4.369 17.593 20.766
C -3.905 18.221 19.430
C -4.704 17.751 18.165
C -6.130 17.713 18.296
N -7.306 17.800 18.438
H -4.048 16.553 20.833
H -5.443 17.654 20.943
H -3.928 18.247 21.518
H -2.860 17.953 19.275
H -4.052 19.301 19.436
H -4.548 16.681 18.033
H -4.448 18.225 17.217
C -0.253 31.968 20.548
C 0.782 32.485 19.488
C 2.160 32.241 20.010
C 3.076 32.867 19.042
N 3.791 33.347 18.252
H -1.242 32.029 20.093
H -0.201 32.485 21.506
H -0.212 30.904 20.777
H 0.659 33.547 19.275
H 0.612 31.961 18.548
H 2.434 31.214 20.254
H 2.224 32.814 20.935
C -6.153 21.610 21.541
C -7.494 21.004 21.289
C -8.658 21.643 22.001
C -8.559 21.619 23.457
N -8.547 21.550 24.595
H -5.325 20.993 21.193
H -6.140 21.644 22.630
H -5.973 22.552 21.023
H -7.444 19.972 21.639
H -7.722 21.171 20.237
H -9.535 21.078 21.687
H -8.821 22.679 21.701
C -1.153 26.370 28.088
C -1.024 25.455 29.368
C -1.415 26.205 30.592
C -0.703 27.391 30.943
N -0.174 28.393 31.155
H -0.687 27.348 28.208
H -2.217 26.400 27.853
H -0.660 26.030 27.177
H 0.000 25.093 29.453
H -1.598 24.532 29.295
H -1.612 25.541 31.434
H -2.428 26.527 30.351
C 2.081 30.305 15.612
C 0.917 29.719 16.399
C 1.353 28.866 17.621
C 0.153 28.533 18.427
N -0.779 28.309 19.035
H 2.527 31.074 16.243
H 1.712 30.681 14.658
H 2.867 29.557 15.509
H 0.294 29.015 15.847
H 0.224 30.526 16.637
H 2.087 29.396 18.227
H 1.898 27.966 17.337
C -3.782 25.598 16.962
C -3.966 26.897 17.777
C -5.123 26.891 18.820
C -6.497 26.803 18.209
N -7.510 26.732 17.756
H -3.315 24.799 17.538
H -3.022 25.967 16.273
H -4.671 25.295 16.410
H -4.022 27.803 17.173
H -3.090 27.137 18.380
H -5.091 27.842 19.352
H -5.034 26.180 19.641
C 2.281 22.309 18.642
C 3.060 22.440 17.377
C 2.050 22.914 16.212
C 1.544 24.229 16.543
N 1.193 25.283 16.841
H 2.934 22.179 19.505
H 1.609 21.451 18.601
H 1.633 23.170 18.805
H 3.539 21.496 17.116
H 3.935 23.074 17.516
H 1.268 22.241 15.861
H 2.583 23.129 15.285
C -8.067 20.697 14.846
C -8.318 20.875 16.275
C -7.348 21.917 16.973
C -6.051 21.294 17.321
N -5.031 20.789 17.540
H -7.153 20.133 14.661
H -8.029 21.626 14.276
H -8.842 20.084 14.386
H -8.590 20.027 16.903
H -9.244 21.446 16.352
H -7.635 22.318 17.946
H -7.228 22.811 16.361
C 1.507 27.521 23.950
C 2.102 28.697 24.793
C 2.344 30.019 24.081
C 3.061 29.895 22.827
N 3.587 29.786 21.810
H 1.340 26.642 24.573
H 2.130 27.275 23.090
H 0.545 27.713 23.474
H 3.056 28.336 25.177
H 1.534 29.049 25.654
H 3.025 30.628 24.675
H 1.420 30.506 23.766
```

## Properties
HOMO-LUMO gap = 10.12 eV

No. 2
Formula: C2H4ClN
Source: the OMol25 dataset
Level of theory: wB97M-V/def2-TZVPD

```
8
C2H4ClN | the OMol25 dataset | wB97M-V/def2-TZVPD
C 1.652 -0.148 -0.479
C 1.666 0.466 0.565
N -1.752 -0.012 -0.011
Cl 1.467 -0.650 -2.028
H 1.774 1.029 1.457
H -0.796 0.256 0.139
H -1.695 -0.920 -0.463
H -2.316 -0.022 0.820
```

## Properties
Multiplicity = 3
<S²> = 2.0049
HOMO-LUMO gap (alpha / beta) = 6.14 / 6.67 eV

No. 3
Formula: CH2N2O3S
Source: the OMol25 dataset
Level of theory: wB97M-V/def2-TZVPD

```
9
CH2N2O3S | the OMol25 dataset | wB97M-V/def2-TZVPD
C -1.480 -1.374 -0.196
N -2.497 -1.910 -0.261
N 0.573 1.518 -0.640
O 0.584 -0.881 1.323
O 1.023 -1.793 -0.958
O 0.482 2.019 0.638
S 0.310 -0.901 -0.077
H -0.372 1.638 -0.834
H 1.377 1.685 1.006
```

## Properties
HOMO-LUMO gap (alpha / beta) = 9.00 / 8.06 eV

No. 4
Formula: C21H27ClN4OS
Source: the OMol25 dataset
Level of theory: wB97M-V/def2-TZVPD

```
55
C21H27ClN4OS | the OMol25 dataset | wB97M-V/def2-TZVPD
C 4.411 -1.100 0.810
C 3.223 -2.016 0.840
C 3.387 -3.382 0.991
C 2.310 -4.252 1.004
C 1.037 -3.729 0.864
Cl -0.328 -4.788 0.845
C 0.832 -2.371 0.715
C 1.922 -1.508 0.701
N 1.770 -0.146 0.469
C 0.612 0.585 0.398
S -0.605 0.418 1.502
N 0.569 1.507 -0.594
C -0.462 2.521 -0.612
C -1.731 2.074 -1.342
C -2.812 3.151 -1.254
N -3.037 3.593 0.109
C -3.812 4.820 0.162
C -3.905 5.290 1.614
O -4.513 4.320 2.429
C -3.790 3.111 2.370
C -3.680 2.586 0.940
C 1.428 1.385 -1.761
C 1.594 -0.054 -2.197
C 0.491 -0.868 -2.431
C 0.707 -2.195 -2.757
C 2.010 -2.657 -2.860
C 3.040 -1.759 -2.632
N 2.842 -0.494 -2.302
H 4.517 -0.640 -0.174
H 4.310 -0.311 1.554
H 5.320 -1.656 1.022
H 4.385 -3.782 1.100
H 2.456 -5.313 1.119
H -0.167 -1.985 0.607
H 2.596 0.293 0.084
H -0.053 3.420 -1.079
H -0.731 2.754 0.419
H -1.519 1.881 -2.397
H -2.083 1.147 -0.889
H -2.483 4.024 -1.826
H -3.739 2.771 -1.721
H -3.311 5.586 -0.435
H -4.833 4.674 -0.236
H -4.520 6.189 1.690
H -2.890 5.506 1.983
H -4.326 2.400 2.999
H -2.777 3.261 2.772
H -3.073 1.682 0.954
H -4.688 2.341 0.560
H 0.962 1.953 -2.570
H 2.422 1.815 -1.578
H -0.508 -0.473 -2.336
H -0.127 -2.860 -2.924
H 2.221 -3.685 -3.103
H 4.076 -2.062 -2.704
```

## Properties
HOMO-LUMO gap = 8.71 eV
SMILES string = Cc1ccc(Cl)cc1NC(=S)N(CCCN1CCOCC1)Cc1ccccn1

No. 5
Formula: C20H28HgNO3
Source: the OMol25 dataset
Level of theory: wB97M-V/def2-TZVPD

```
53
C20H28HgNO3 | the OMol25 dataset | wB97M-V/def2-TZVPD
O -0.337 0.976 0.219
C 0.556 0.534 -0.893
C -0.093 1.471 -1.887
H 0.422 -0.533 -1.128
H 1.599 0.791 -0.697
C -1.139 1.670 -0.762
H -0.468 1.055 -2.828
H 0.496 2.366 -2.110
C -2.456 0.952 -1.043
H -2.305 -0.015 -1.550
H -3.048 1.574 -1.723
H -3.025 0.821 -0.114
C -1.309 3.078 -0.249
H -0.304 3.506 -0.123
H -1.832 2.997 0.715
H -1.894 3.669 -0.962
Hg 0.965 -3.633 -1.275
C 1.203 1.842 3.987
C 2.143 0.777 4.022
C 2.651 0.604 2.703
H 2.440 0.206 4.905
C 2.040 1.579 1.865
C 1.126 2.326 2.649
H 0.501 3.145 2.296
H 0.663 2.244 4.844
H 3.368 -0.158 2.384
H 2.282 1.759 0.820
C -1.735 -1.169 4.387
C -2.006 0.236 3.938
C -2.042 0.299 2.570
H -2.089 1.064 4.636
C -1.733 -1.017 2.035
C -1.553 -1.900 3.062
H -1.296 -2.956 2.998
H -2.527 -1.578 5.031
H -2.199 1.193 1.978
H -1.691 -1.240 0.979
O 0.815 -2.098 -3.392
C 0.283 -1.156 -4.355
C 0.700 -1.570 -5.779
H 0.642 -0.130 -4.139
H -0.814 -1.118 -4.245
C 1.750 -2.687 -5.580
H 1.117 -0.735 -6.352
H -0.176 -1.962 -6.311
C 1.780 -2.944 -4.060
H 2.750 -2.385 -5.911
H 1.477 -3.609 -6.106
H 2.774 -2.749 -3.632
H 1.546 -3.993 -3.818
O 0.426 0.270 6.830
C -0.020 -0.430 5.988
N -0.422 -1.242 5.181
```

## Properties
HOMO-LUMO gap = 4.46 eV
Net charge = -1

No. 6
Formula: H35O17
Source: the OMol25 dataset
Level of theory: wB97M-V/def2-TZVPD

```
52
H35O17 | the OMol25 dataset | wB97M-V/def2-TZVPD
O 3.098 0.251 -3.752
H -2.105 1.284 -0.578
H -3.324 1.866 0.032
O -3.041 1.117 -0.263
H -2.034 -1.583 4.082
H 0.825 -3.506 -3.553
O 3.118 -2.831 1.154
H 0.174 -2.450 -4.521
H 3.130 -2.468 1.970
O -2.504 -3.644 -0.897
H -2.070 -4.571 -0.821
H 3.937 0.082 2.486
O 2.547 -0.325 -1.117
H 0.006 3.131 -0.522
O 1.892 2.347 3.308
H 2.714 2.584 3.552
H 1.967 -0.664 3.840
O -1.666 -1.169 -0.637
H -3.187 -1.949 -2.906
H -1.745 -2.146 -1.228
O 3.716 -0.442 3.285
H 2.673 1.173 -3.943
H 0.280 4.402 1.668
O -2.415 -1.707 3.080
H -0.032 1.348 -1.094
H -2.624 -0.768 2.814
O 0.954 -0.441 3.987
H -1.965 -0.679 -1.417
H 0.377 -0.945 3.304
O -0.126 2.952 -1.440
H -3.854 2.653 -1.282
H 3.162 -0.161 -0.455
O -0.044 1.394 1.346
H 2.973 -3.801 1.238
H 0.698 1.389 1.987
O -3.335 2.812 -2.208
H 2.388 0.244 -3.039
H -3.864 2.090 -2.593
O 0.773 3.994 0.976
H -0.666 -0.893 -0.759
H 1.314 1.602 3.737
O 0.002 0.433 -1.488
H 2.242 -1.221 -1.517
H 0.803 0.209 -1.192
O 0.556 -2.634 -3.774
H 1.455 3.519 1.616
H -2.978 -3.802 -1.652
O -3.492 -1.198 -2.420
H -3.984 -1.570 -1.769
H 4.287 0.033 3.865
H -0.118 3.544 -2.139
H -0.890 1.115 1.650
```

## Properties
HOMO-LUMO gap = 9.69 eV
Net charge = +1

Which formula does entry 5 have? C20H28HgNO3